59
Properties=species:S:1:pos:R:3:forces:R:3:nbo_charge:R:1 method="wB97M-V/def2-TZVPD" total_charge=+1 relative_energy_ev=0.334 homo_energy_ev=-11.66
Ti 0.509746 -0.339210 -0.093129 0.088 0.022 0.004 1.808
Se 1.618906 -1.922786 -1.589493 -0.001 0.014 0.172 -0.114
C 3.305291 -1.020583 -1.397414 0.052 0.029 0.021 -0.118
C 3.663079 -0.360779 -0.225230 -0.138 0.047 -0.050 -0.301
C 4.909785 0.241646 -0.148036 -0.007 0.049 -0.023 0.053
N 5.800038 0.213848 -1.133203 -0.015 -0.011 0.005 -0.396
C 5.452130 -0.426788 -2.245584 -0.016 -0.011 -0.012 0.064
C 4.226076 -1.052656 -2.433284 0.039 0.031 -0.014 -0.280
H 2.996828 -0.292129 0.632147 0.118 -0.164 0.052 0.203
H 5.202524 0.765029 0.755716 0.015 0.001 -0.002 0.203
H 6.189828 -0.445160 -3.039491 0.008 0.005 0.006 0.209
H 4.012989 -1.552245 -3.368074 -0.033 -0.009 0.012 0.236
C -1.982479 -1.989534 -0.359355 0.141 0.085 0.000 -0.071
N -1.473273 -0.604233 -0.733518 -0.023 0.050 0.055 -0.577
C -1.720500 -0.419924 -2.222015 0.093 -0.001 0.058 -0.070
N -3.112263 -0.588693 -2.535176 -0.025 0.006 -0.057 -0.442
C -3.537663 -1.935182 -2.143336 0.002 0.006 -0.002 -0.081
N -3.367111 -2.141174 -0.701996 -0.034 -0.063 0.012 -0.441
C -4.154423 -1.138237 0.018119 -0.005 0.005 0.001 -0.080
N -3.740103 0.219997 -0.346759 -0.032 0.060 -0.019 -0.442
C -2.356465 0.404905 -0.015611 0.108 -0.047 0.037 -0.068
C -3.907865 0.391687 -1.794280 0.006 -0.010 0.007 -0.080
H -1.831067 -2.107726 0.714669 -0.032 -0.034 -0.010 0.226
H -1.370709 -2.717866 -0.896079 -0.032 -0.018 0.012 0.223
H -1.113991 -1.155368 -2.750818 -0.015 0.015 -0.011 0.229
H -1.381574 0.583450 -2.486024 -0.013 -0.010 -0.021 0.219
H -2.947561 -2.674253 -2.686735 -0.004 0.000 0.000 0.212
H -4.588022 -2.066402 -2.399741 0.002 0.000 0.000 0.220
H -4.026492 -1.280233 1.092511 0.000 0.002 -0.004 0.209
H -5.207373 -1.265075 -0.229703 0.003 -0.003 0.004 0.221
H -2.194219 0.275570 1.056782 -0.044 0.008 -0.005 0.216
H -2.021625 1.398440 -0.319953 -0.022 0.006 0.031 0.216
H -3.596916 1.398899 -2.076177 -0.006 -0.001 -0.002 0.208
H -4.959281 0.264674 -2.048357 0.002 0.001 0.000 0.220
C 1.705333 -1.685952 3.400488 0.003 -0.022 0.071 -0.620
C 0.546215 -0.777103 3.032561 0.003 -0.032 -0.291 0.255
C 0.817069 0.673779 3.386580 0.012 0.036 0.110 -0.621
C -0.767882 -1.273119 3.609998 0.007 0.000 0.087 -0.618
O 0.407694 -0.847808 1.583474 0.004 0.286 -0.293 -0.829
H 1.817884 -1.724407 4.484367 0.005 0.011 -0.004 0.233
H 2.640180 -1.320303 2.974461 -0.003 0.010 -0.014 0.217
H 1.527961 -2.697660 3.036845 -0.008 0.000 -0.002 0.228
H 0.950212 0.780913 4.463654 -0.008 -0.014 -0.006 0.238
H -0.015597 1.311642 3.084283 -0.002 -0.011 -0.021 0.214
H 1.729030 1.025507 2.900384 -0.003 -0.015 -0.014 0.216
H -0.725488 -1.258783 4.699316 0.008 0.002 -0.004 0.237
H -0.964269 -2.297640 3.293306 -0.002 -0.003 -0.014 0.223
H -1.595772 -0.632616 3.300892 -0.001 0.003 -0.015 0.207
C 0.718102 3.547569 0.382606 0.019 0.072 -0.009 -0.621
C 1.193145 2.691433 -0.770633 0.089 -0.225 0.086 0.098
C 0.558474 3.043573 -2.097973 0.016 0.073 -0.036 -0.619
O 0.885014 1.313123 -0.479491 -0.317 -0.237 0.108 -0.813
H 0.978286 4.590687 0.202166 0.009 -0.005 -0.004 0.238
H 1.183047 3.238104 1.317910 -0.001 -0.010 0.001 0.224
H -0.367105 3.485747 0.487214 -0.002 -0.020 -0.005 0.208
H 2.282749 2.721817 -0.850407 -0.010 0.073 -0.016 0.201
H -0.531287 3.019437 -2.022836 -0.003 -0.019 0.012 0.202
H 0.882807 2.357240 -2.879719 0.001 -0.011 0.006 0.228
H 0.847932 4.052936 -2.390832 0.004 -0.003 0.008 0.239